Computed, not measured: a structure of composition C20H24N2OPdS4, with ωB97M-V/def2-TZVPD.

Values from the calculation:
Relative energy (zero: lowest compared OMol25 entry of this formula, charge and spin) = 12.5 kcal per mole
Max |F| = 0.68 eV Å⁻¹
E_HOMO = -14.59 eV
Orbital gap = 6.0 eV
Net charge = +2

XYZ file:
```
52
Properties=species:S:1:pos:R:3:forces:R:3:mulliken_charge:R:1
C -5.3386 0.5535 -0.8927 0.0032 0.0113 0.0174 -0.6413
H 0.9765 -0.2226 -5.2638 0.0047 0.0035 0.0037 0.4177
N -0.2460 -2.7231 2.6424 0.1409 -0.0774 0.0165 -0.0452
H -4.0155 4.6943 4.4315 -0.0024 -0.0008 0.0007 0.4193
C -4.5141 2.6106 -1.8530 0.0091 -0.0011 -0.0029 -0.6461
H -0.7989 -4.2109 3.9866 0.0053 -0.0011 -0.0014 0.4024
H 0.3100 1.4046 -5.1409 -0.0115 -0.0098 -0.0031 0.3914
H -6.0674 -0.2456 -0.8809 -0.0010 0.0009 -0.0049 0.4463
H -2.7508 3.4357 -0.9286 -0.0014 -0.0042 -0.0023 0.4726
C -4.3090 2.6416 4.9851 0.0001 -0.0069 0.0040 -0.5006
S 0.9745 0.4009 -1.9234 0.1971 -0.6329 0.1652 -0.0168
H -2.2651 -1.5201 -4.7091 -0.0244 0.0113 0.0170 0.3726
S -2.0675 1.6752 1.1851 -0.1064 0.0267 0.0603 0.1830
H -2.7595 4.1454 2.3736 0.0026 -0.0075 -0.0016 0.4393
S 1.2889 -1.2645 1.0158 0.1857 0.2242 -0.1275 -0.3999
H 0.4320 -0.4087 5.5352 0.0076 -0.0019 -0.0017 0.4324
H -0.1506 -3.3941 1.8959 -0.0650 0.0351 -0.0329 0.2434
H -4.6012 3.4050 -2.5819 -0.0011 0.0005 0.0018 0.4626
H -4.4481 0.5233 5.3014 -0.0063 0.0024 0.0021 0.4398
C 0.8862 0.6468 -4.6058 0.0186 0.0392 0.0219 -1.5719
Pd -0.3933 -0.3276 -0.2852 0.2416 0.1355 -0.2931 -0.2697
H -0.7796 -2.6083 5.9794 -0.0016 -0.0014 -0.0018 0.3770
H -1.9516 -2.8829 3.8481 -0.0052 -0.0066 -0.0036 0.2811
H 1.0145 0.1170 3.3188 -0.0172 0.0066 -0.0184 0.2677
C -3.3864 0.9877 3.5011 -0.0249 -0.0058 -0.0208 -0.4239
H -3.1984 -0.0417 3.2244 -0.0104 0.0090 0.0009 0.5398
C -3.4024 1.6153 0.0130 -0.0014 -0.0464 0.0557 0.4748
C -2.9323 2.0208 2.6941 0.0105 -0.0376 0.0164 0.7444
H 1.8837 1.0278 -4.4008 -0.0002 0.0074 -0.0066 0.4496
S -1.9133 -0.5870 -1.9529 -0.3299 0.3703 0.2008 -0.0690
H -4.8523 2.8860 5.8878 -0.0003 -0.0028 -0.0015 0.4262
C -0.8898 -3.1305 3.9003 -0.0107 0.0073 -0.0122 -0.5662
C -5.4364 1.5742 -1.8354 0.0068 -0.0084 0.0075 -0.5391
C -3.8418 3.6606 4.1668 0.0021 0.0085 -0.0070 -0.6588
H -1.2905 -0.2900 -5.5217 -0.0157 -0.0102 -0.0162 0.3805
C 0.1909 0.2455 -3.3523 -0.0708 0.2080 -0.0643 0.8435
H -1.1608 -0.4848 4.7777 0.0015 -0.0017 0.0072 0.0918
C -4.0801 1.3103 4.6569 0.0042 0.0044 0.0015 -0.7851
C -4.3197 0.5711 0.0443 -0.0588 0.0265 0.0286 -0.2725
H -2.7920 0.1588 -4.7029 -0.0075 -0.0002 -0.0019 0.3370
C -0.2208 -2.4214 5.0645 -0.0011 0.0163 0.0000 -0.6591
H -6.2451 1.5634 -2.5541 0.0011 -0.0024 0.0016 0.4461
C -3.1391 3.3553 3.0106 0.0177 0.0021 0.0283 -0.3611
C -0.1628 -0.9287 4.7878 0.0137 -0.0106 0.0018 -0.3527
N 0.4686 -0.7142 3.4816 0.0569 -0.0424 0.0572 -0.0024
H -4.2371 -0.2077 0.7925 -0.0019 -0.0021 -0.0075 0.3294
C -1.9149 -0.4880 -4.6557 0.0690 -0.0268 -0.0007 -1.2778
O -1.6164 0.2036 1.3684 -0.1837 -0.3359 -0.0654 -0.1148
C 0.4236 -1.5928 2.5017 -0.1838 0.2590 0.1368 0.2760
H 0.7894 -2.8089 5.2052 -0.0012 -0.0023 0.0070 0.3015
C -3.4793 2.6333 -0.9252 0.0293 0.0094 -0.0300 -0.2775
C -1.1788 -0.2599 -3.3725 0.1162 -0.1382 -0.1327 0.7622
```
Forces are in eV/Å.